No. 1
A structure of composition C28H77CuKN7O15S2 at a distorted geometry, computed with ωB97M-V/def2-TZVPD.

Calculated values
E_HOMO (alpha / beta) ... -3.91 / -3.91 eV
DFT total energy ... -5661.3684 hartree
F_max ... 5.12 eV/Å
Total charge ... -1
Multiplicity ... 2

Structure (XYZ):
```
131
Properties=species:S:1:pos:R:3:forces:R:3:mulliken_charge:R:1
K -9.145 -42.076 16.228 -0.090 0.741 -0.627 0.9444
Cu -9.691 -36.290 14.832 0.002 -1.476 -0.813 0.8913
S -6.544 -37.389 16.855 3.611 -0.510 2.860 1.2415
O -5.631 -36.422 17.507 -1.164 -0.771 -0.974 -0.6256
O -7.932 -37.168 17.301 -2.062 0.506 0.141 -0.5053
O -6.741 -37.073 15.435 -0.473 0.206 -1.528 -0.4367
O -6.136 -38.767 17.144 -0.529 0.618 -0.763 -0.6607
S -10.984 -39.192 12.673 0.401 0.155 1.082 1.0961
O -10.035 -40.172 12.182 0.788 -1.649 -1.008 -0.7132
O -10.869 -39.100 14.125 0.107 -1.138 4.705 -0.8740
O -10.591 -37.858 12.323 1.294 4.309 -2.439 -0.7768
O -12.353 -39.443 12.303 -1.979 -0.933 -0.984 -0.6336
C -14.848 -41.436 18.492 0.098 -0.491 1.110 -1.4232
C -14.953 -39.937 18.560 -0.522 0.346 -0.108 0.4452
C -15.594 -39.451 19.896 1.807 -0.722 -2.143 -0.6282
O -16.934 -39.704 19.714 -0.761 0.303 0.739 -0.2442
C -17.636 -39.281 20.845 -1.553 0.305 -0.401 -0.8112
N -13.704 -39.322 18.335 1.580 1.358 0.515 -0.5904
H -14.308 -41.738 19.390 0.244 -0.112 0.289 0.3266
H -14.189 -41.753 17.684 -0.649 -0.127 -0.393 0.3493
H -15.811 -41.935 18.604 -0.019 -0.158 -0.663 0.3505
H -15.572 -39.547 17.753 -0.497 -0.188 0.091 0.2468
H -15.345 -38.400 20.039 -0.241 0.265 0.022 0.4128
H -15.170 -40.025 20.720 0.035 -0.156 0.393 0.2992
H -17.394 -38.262 21.149 0.581 0.036 0.189 0.3310
H -17.568 -39.982 21.676 0.136 0.005 0.151 0.2908
H -18.671 -39.179 20.518 -0.234 -0.388 0.234 0.2604
H -13.044 -39.435 19.091 0.159 -0.127 -0.122 0.1813
H -13.263 -39.467 17.437 -0.146 -0.122 0.023 0.2088
C -11.467 -39.222 6.690 -1.591 -0.644 -0.495 -1.4725
C -12.086 -40.490 7.387 -0.090 2.190 -0.699 0.5304
C -13.087 -41.262 6.487 1.742 1.109 -0.322 -0.8111
O -13.732 -42.227 7.243 -1.186 -1.125 0.412 -0.2544
C -14.828 -42.883 6.601 0.224 0.484 -0.546 -0.8388
N -11.012 -41.282 7.857 0.843 -1.490 0.409 -0.8517
H -10.944 -39.418 5.754 0.079 -0.407 0.019 0.3318
H -10.816 -38.593 7.298 -0.176 -0.358 0.374 0.3956
H -12.363 -38.660 6.427 0.152 0.631 -0.125 0.3331
H -12.543 -40.091 8.292 -1.104 0.160 -0.222 0.3574
H -12.494 -41.689 5.678 0.393 -0.664 -0.070 0.3845
H -13.725 -40.597 5.904 -0.702 0.408 0.607 0.3811
H -14.748 -42.775 5.519 0.122 -0.027 -0.196 0.3788
H -15.797 -42.459 6.865 0.027 0.302 0.319 0.2866
H -14.895 -43.954 6.793 0.509 0.046 0.412 0.2450
H -10.586 -40.702 8.565 0.627 0.005 0.181 0.3139
H -11.441 -42.002 8.421 0.125 -0.602 0.110 0.2910
C -10.343 -31.867 12.157 0.601 -0.504 -0.508 -1.4218
C -8.817 -31.851 12.472 -1.213 -0.560 -0.099 0.3483
C -8.224 -30.440 12.419 0.662 0.017 -1.030 -0.6832
O -7.829 -30.161 11.060 -0.739 0.665 -0.482 -0.3265
C -7.500 -28.766 10.837 0.042 -1.253 1.337 -0.6937
N -8.604 -32.549 13.735 0.251 0.797 0.555 -0.6134
H -10.748 -32.877 12.103 0.480 -0.274 -0.226 0.3566
H -10.491 -31.414 11.177 -0.247 0.214 0.113 0.3584
H -11.007 -31.439 12.908 0.451 0.706 0.158 0.3516
H -8.274 -32.508 11.792 -0.201 0.454 -0.698 0.2807
H -7.319 -30.350 13.019 0.218 -0.250 0.356 0.4298
H -8.913 -29.694 12.812 -0.362 0.155 -0.144 0.3242
H -6.723 -28.591 11.581 0.263 0.751 -0.111 0.3006
H -8.354 -28.123 11.048 -0.130 0.053 -0.034 0.2810
H -7.117 -28.561 9.837 -0.137 -0.534 0.030 0.2377
H -7.607 -32.481 13.880 0.465 -0.547 0.261 0.2567
H -8.944 -31.922 14.450 -0.450 -0.051 0.591 0.2349
C -17.424 -35.579 12.438 -0.546 0.266 -0.589 -1.3695
C -16.312 -36.429 11.815 -1.295 0.656 0.566 0.5492
C -15.599 -35.786 10.657 0.413 0.582 -0.334 -0.6282
O -16.504 -35.717 9.571 -0.033 -0.428 -0.619 -0.3175
C -15.915 -35.970 8.318 -0.854 -0.034 -1.040 -0.7567
N -15.453 -36.702 12.938 1.281 -0.511 -0.505 -0.7309
H -17.072 -34.608 12.786 0.502 -0.073 -0.016 0.3385
H -17.786 -36.095 13.327 -0.226 -0.062 -0.071 0.3353
H -18.257 -35.338 11.777 -0.113 -0.345 -0.136 0.3310
H -16.691 -37.371 11.419 -0.532 -0.045 -0.232 0.1916
H -14.709 -36.330 10.342 0.065 -0.451 0.246 0.4011
H -15.240 -34.779 10.869 -0.044 0.253 0.384 0.2687
H -15.504 -35.082 7.838 0.647 0.187 0.394 0.2802
H -16.677 -36.257 7.593 -0.654 0.024 0.284 0.2888
H -15.250 -36.831 8.246 0.522 0.168 0.670 0.3008
H -14.717 -37.220 12.479 1.102 -0.268 0.608 0.2500
H -15.915 -37.422 13.474 -0.072 0.006 0.432 0.2714
C -7.532 -45.673 10.698 0.692 0.398 -0.421 -1.4163
C -8.975 -45.976 10.710 0.357 -1.721 -0.358 0.4901
C -9.041 -47.553 10.920 -2.863 0.692 -0.684 -0.6916
O -8.711 -48.299 9.761 1.207 -0.928 -0.615 -0.3284
C -9.024 -49.716 9.833 0.353 0.910 0.194 -0.7302
N -9.573 -45.240 11.768 -0.916 0.132 1.727 -0.7786
H -7.096 -46.369 9.981 0.575 0.458 -0.098 0.3300
H -7.140 -45.862 11.697 0.151 -0.030 -0.010 0.3340
H -7.390 -44.618 10.462 0.489 -0.067 -0.237 0.4064
H -9.491 -45.607 9.823 0.348 -1.008 -0.871 0.3620
H -10.108 -47.753 11.012 -0.476 -0.062 0.748 0.3181
H -8.572 -47.894 11.843 0.532 0.172 -0.047 0.3379
H -8.517 -50.207 10.664 -0.445 0.274 0.708 0.2955
H -8.620 -50.318 9.019 0.095 0.892 -0.691 0.2758
H -10.106 -49.843 9.811 -0.075 -0.142 0.438 0.2903
H -9.430 -44.259 11.575 0.246 0.311 0.148 0.2566
H -10.579 -45.326 11.734 -0.295 -0.180 0.123 0.2517
C -16.410 -45.050 12.249 -1.034 -0.853 -0.674 -1.3589
C -16.203 -43.597 12.054 1.093 0.968 0.665 0.5384
C -16.720 -42.744 13.200 -0.506 0.249 0.516 -0.8621
O -18.126 -42.882 13.347 -0.632 -0.040 0.646 -0.3352
C -18.674 -42.109 14.434 0.021 -0.787 -0.705 -0.7016
N -14.717 -43.424 11.960 -0.880 1.105 -0.089 -0.6679
H -15.940 -45.618 11.446 -0.008 0.061 -0.185 0.3574
H -17.483 -45.236 12.198 -0.053 -0.455 0.351 0.3290
H -15.951 -45.430 13.162 -0.211 0.287 0.193 0.3201
H -16.769 -43.109 11.260 0.136 -0.763 -0.917 0.2775
H -16.586 -41.694 12.938 0.755 0.235 0.207 0.4017
H -16.249 -43.011 14.146 0.361 0.151 0.168 0.4040
H -18.194 -42.323 15.389 0.322 -0.072 0.011 0.2843
H -19.715 -42.418 14.530 0.011 0.041 -0.117 0.2614
H -18.648 -41.035 14.255 0.201 0.109 -0.184 0.2685
H -14.557 -42.459 12.213 0.511 0.429 0.606 0.2460
H -14.455 -43.339 10.989 0.024 -0.600 -0.489 0.2452
C -4.044 -39.920 10.154 0.630 -0.424 -1.519 -1.4518
C -4.769 -38.882 10.960 0.451 0.342 1.131 0.5686
C -5.711 -37.911 10.239 1.987 0.099 -0.357 -0.7242
O -4.880 -37.119 9.380 -0.224 -0.767 -0.363 -0.3229
C -5.579 -36.448 8.376 0.379 0.491 -0.440 -0.7635
N -5.522 -39.580 11.971 -1.103 -0.163 0.474 -0.7342
H -3.229 -40.408 10.689 -0.189 0.170 0.490 0.3339
H -3.563 -39.547 9.249 -0.060 0.473 -0.068 0.3434
H -4.670 -40.736 9.793 -0.468 0.044 0.197 0.2781
H -4.027 -38.362 11.565 0.250 0.623 -0.520 0.2971
H -6.203 -37.212 10.916 -0.293 -0.351 0.312 0.4228
H -6.428 -38.547 9.719 -0.323 0.305 -0.449 0.3941
H -6.134 -35.614 8.806 -0.456 0.025 -0.147 0.2692
H -6.190 -37.086 7.737 -0.490 -0.284 0.386 0.3204
H -4.865 -36.037 7.662 0.329 0.195 0.234 0.2611
H -5.777 -38.889 12.662 0.058 0.035 0.608 0.2347
H -6.422 -39.721 11.534 -0.603 -0.849 0.118 0.2827
```
Forces are in eV/Å.

No. 2
A cluster of 2 separate species, C2H8O2S in total at a distorted geometry, computed with ωB97M-V/def2-TZVPD.

Calculated values
E_HOMO ... -9.28 eV
DFT total energy ... -629.6269 hartree
F_max ... 2.73 eV/Å
Structure (SMILES) ... OCCS.O

Structure (XYZ):
```
13
Properties=species:S:1:pos:R:3:forces:R:3:nbo_charge:R:1
O -1.292 -0.086 -2.021 0.552 1.196 0.423 -0.7161
C -0.458 -0.974 -1.283 0.763 -2.063 -1.010 -0.0713
C 0.482 -0.587 -0.069 -2.378 1.305 -0.308 -0.5487
S 1.173 1.067 -0.435 0.781 -0.096 -0.003 -0.0747
H -0.780 0.295 -2.765 -0.376 -0.328 0.811 0.4748
H -1.158 -1.776 -0.980 0.518 0.295 0.131 0.1828
H 0.204 -1.385 -2.070 0.008 -0.306 0.655 0.1617
H -0.152 -0.419 0.823 0.296 -0.362 -0.315 0.2037
H 1.215 -1.378 0.182 -0.214 0.668 -0.619 0.2435
H 0.060 1.610 -0.972 0.069 -0.320 0.279 0.1433
O 0.101 1.549 3.365 0.377 -1.089 -0.463 -0.9399
H 0.915 1.428 2.827 -0.872 0.137 0.457 0.4749
H -0.311 0.656 3.398 0.478 0.965 -0.036 0.4659
```
Forces are in eV/Å.

No. 3
A structure of composition C19H13Cl3CuGeN3O2 at a distorted geometry, computed with ωB97M-V/def2-TZVPD.

Calculated values
E_HOMO (alpha / beta) ... -0.44 / -0.41 eV
DFT total energy ... -6144.6904 hartree
F_max ... 1.40 eV/Å
Total charge ... -2

Structure (XYZ):
```
42
Properties=species:S:1:pos:R:3:forces:R:3:mulliken_charge:R:1
Cu -0.015 0.402 0.935 -0.501 -0.934 -0.077 -0.8218
O 2.598 3.570 0.376 0.466 -0.080 -0.081 -0.7289
C 1.981 2.508 0.420 -0.993 0.615 -0.085 0.1361
N 0.659 2.300 0.335 0.594 -0.177 -0.214 0.0186
C -0.329 3.079 -0.118 0.267 0.132 -0.268 0.0223
O -0.300 3.975 -0.953 -0.113 0.135 0.116 -0.7370
C -1.642 2.634 0.489 -0.407 0.132 0.144 0.4816
C -2.822 3.294 0.189 -0.051 -0.012 -0.021 -0.5924
C -4.002 2.870 0.781 0.211 -0.098 0.174 -0.2616
C -3.949 1.817 1.683 -0.049 0.215 -0.074 -0.5761
C -2.728 1.209 1.923 -0.141 0.178 0.136 -0.3563
N -1.601 1.594 1.334 -0.591 0.619 0.136 0.0223
C 2.665 1.210 0.734 0.102 -0.489 0.331 0.6594
C 4.002 1.006 0.432 0.255 -0.031 0.081 -0.7297
C 4.591 -0.217 0.712 -0.481 -0.107 0.080 -0.2509
C 3.797 -1.199 1.306 0.616 0.210 -0.034 -0.5351
C 2.491 -0.903 1.626 -0.161 0.111 0.068 -0.2626
N 1.907 0.266 1.339 1.346 0.029 0.046 -0.1446
H -2.788 4.119 -0.508 0.042 0.001 -0.041 0.4579
H -4.941 3.351 0.544 -0.064 0.001 -0.001 0.3990
H -4.836 1.446 2.169 -0.057 -0.095 -0.020 0.4231
H -2.646 0.373 2.605 -0.039 -0.108 -0.009 0.6170
H 4.564 1.822 -0.001 -0.053 0.068 -0.073 0.4263
H 5.630 -0.410 0.473 -0.007 0.006 -0.032 0.3950
H 4.210 -2.169 1.543 -0.049 -0.075 0.026 0.3821
H 1.860 -1.623 2.130 -0.068 -0.064 -0.040 0.6437
Cl -3.063 -3.677 -0.686 -0.072 0.261 0.083 -0.4859
Ge -2.732 -1.656 0.339 0.986 -0.521 -0.011 0.4962
Cl -5.164 -0.866 0.215 0.249 -0.151 -0.029 -0.5859
Cl -2.970 -2.413 2.464 -0.138 0.206 0.004 -0.4686
C -0.703 -1.356 0.306 -1.305 0.314 0.399 -0.7269
C -0.142 -1.765 -0.927 -0.117 -0.182 -0.250 1.0120
C 1.029 -2.558 -0.861 0.126 0.097 0.194 -0.2491
C 1.611 -3.080 -1.988 0.137 -0.115 -0.162 -0.5532
C 1.070 -2.848 -3.246 0.208 -0.168 -0.346 -0.5246
C -0.066 -2.059 -3.344 0.009 -0.041 -0.093 -0.4694
C -0.656 -1.527 -2.221 -0.250 0.216 -0.123 -0.2846
H 1.445 -2.773 0.111 0.009 -0.100 0.059 0.3919
H 2.496 -3.699 -1.894 0.063 -0.032 0.041 0.3278
H 1.521 -3.288 -4.128 0.037 0.032 -0.054 0.3288
H -0.491 -1.852 -4.321 -0.064 -0.011 0.021 0.3407
H -1.543 -0.909 -2.313 0.047 0.016 -0.001 0.3638
```
Forces are in eV/Å.

No. 4
A cluster of 2 separate species, C4H5N3 in total at a distorted geometry, computed with ωB97M-V/def2-TZVPD.

Calculated values
E_HOMO ... -11.09 eV
DFT total energy ... -319.5818 hartree
F_max ... 1.96 eV/Å

Structure (XYZ):
```
12
Properties=species:S:1:pos:R:3:forces:R:3:nbo_charge:R:1
C 0.199 0.774 -1.855 0.237 -0.152 -0.358 -0.4355
N -0.418 0.654 0.823 -0.061 -0.249 0.572 -0.5605
C 0.052 -0.397 1.346 -0.039 0.326 0.068 0.0386
C -0.341 -0.939 2.626 -0.106 -0.217 1.144 0.1916
N -0.547 -1.322 3.696 0.013 0.206 -0.814 -0.2515
C 0.424 -1.713 -1.137 -0.685 1.215 -1.383 0.2524
N 0.126 -0.680 -1.625 0.545 0.110 0.940 -0.5115
H 0.506 1.318 -0.956 0.016 -0.667 -0.358 0.2570
H -0.730 1.266 -2.180 0.098 -0.835 0.008 0.2239
H 0.953 0.893 -2.616 0.101 0.186 -0.406 0.2153
H -1.160 1.093 1.360 -0.052 -0.098 0.349 0.3551
H 0.826 -0.964 0.830 -0.067 0.174 0.239 0.2251
```
Forces are in eV/Å.